i.
This record from the OMol25 dataset describes a single C9H14N4O4 molecule. The level of theory is ωB97M-V with the def2-TZVPD basis set.

Summary:
E_LUMO: 0.5009 eV
frontier orbital gap: 8.40 eV
SMILES: N[C@@H](Cc1c[nH]cn1)C(=O)N[C@@H](CO)C(=O)O
highest occupied orbital energy: -7.90 eV

Structure (ORCA input):
```
! RIJCOSX wB97M-V def2-TZVPD def2/J DEFGRID3
* xyz 0 1
N -2.872 -0.402 0.692
C -1.665 0.357 0.197
C -0.961 0.789 1.465
C -0.511 2.263 1.254
C 0.266 2.796 0.175
N 0.599 4.081 0.473
C 0.176 4.396 1.767
N -0.525 3.290 2.182
C -0.558 -0.348 -0.604
O 0.368 0.426 -1.062
N -0.766 -1.801 -0.598
C 0.437 -2.696 -0.773
C 1.057 -2.578 -2.186
O 1.821 -1.448 -2.415
C 1.591 -2.255 0.055
O 1.860 -1.132 0.637
O 2.366 -3.421 0.063
H -3.441 -1.055 0.008
H -3.445 0.066 1.309
H -1.825 1.241 -0.328
H 0.106 0.265 1.481
H -1.657 0.606 2.391
H 0.596 2.128 -0.675
H 1.178 4.665 -0.187
H 0.303 5.255 2.269
H -1.442 -2.054 0.028
H 0.019 -3.640 -0.519
H 0.227 -2.700 -2.932
H 1.885 -3.494 -2.133
H 1.392 -0.605 -2.331
H 3.421 -2.994 0.296
*
```

***

ii.
This record from the OMol25 dataset describes a single C9H14N4O4 molecule. The level of theory is ωB97M-V with the def2-TZVPD basis set.

Summary:
E_LUMO: 0.6307 eV
frontier orbital gap: 9.57 eV
SMILES: N[C@@H](CO)C(=O)N[C@@H](Cc1c[nH]cn1)C(=O)O
highest occupied orbital energy: -8.94 eV

Structure (ORCA input):
```
! RIJCOSX wB97M-V def2-TZVPD def2/J DEFGRID3
* xyz 0 1
N 2.119 0.100 -0.563
C 1.438 -1.169 -0.386
C 2.351 -2.420 -0.364
O 3.347 -2.242 0.548
C 0.624 -1.173 0.940
O 1.139 -1.691 1.947
N -0.594 -0.662 0.981
C -1.626 -0.351 -0.047
C -1.113 0.767 -0.957
C -1.094 2.042 -0.171
C -0.148 3.008 0.031
N -0.735 3.955 0.928
C -1.972 3.472 1.236
N -2.222 2.352 0.511
C -1.940 -1.643 -0.879
O -2.518 -1.585 -1.945
O -1.475 -2.785 -0.379
H 2.792 0.023 -1.326
H 2.646 0.371 0.306
H 0.757 -1.165 -1.275
H 2.774 -2.536 -1.381
H 1.747 -3.316 -0.122
H 2.861 -2.133 1.402
H -0.955 -0.940 1.904
H -2.538 -0.026 0.365
H -0.237 0.454 -1.481
H -1.745 0.781 -1.852
H 0.903 3.258 -0.196
H -0.351 4.794 1.285
H -2.631 3.908 2.008
H -1.603 -3.450 -1.066
*
```

***

Need the numbers? Relative energies in kcal/mol: i 90.4; ii 0.0.

***

i.
This record from the OMol25 dataset describes a molecular structure, C27H29As2F2N3O9Tl. The level of theory is ωB97M-V with the def2-TZVPD basis set.

Summary:
E_LUMO: -3.4095 eV
frontier orbital gap: 8.14 eV
highest occupied orbital energy: -11.55 eV

Structure (ORCA input):
```
! RIJCOSX wB97M-V def2-TZVPD def2/J DEFGRID3
* xyz 1 1
Tl 0.639 -0.298 2.720
O 2.436 -3.582 0.752
C 2.207 -2.556 1.375
N 1.006 -2.214 1.877
C -0.070 -3.154 1.669
C -1.327 -2.793 2.428
C -2.408 -3.667 2.448
C -3.560 -3.295 3.111
C -3.611 -2.062 3.752
C -2.494 -1.257 3.703
N -1.381 -1.621 3.055
C 3.324 -1.556 1.597
C 4.602 -1.863 1.165
C 5.602 -0.918 1.332
C 5.294 0.299 1.920
C 3.992 0.523 2.329
N 3.032 -0.388 2.173
H 0.252 -4.157 1.959
H -0.323 -3.222 0.602
H -2.331 -4.624 1.949
H -4.413 -3.960 3.138
H -4.492 -1.737 4.285
H -2.469 -0.295 4.201
H 4.779 -2.825 0.708
H 6.611 -1.126 1.002
H 6.040 1.067 2.056
H 3.706 1.465 2.781
C 2.133 -0.561 -1.259
O 2.811 0.562 -0.687
C 2.306 1.786 -0.504
O 3.046 2.659 -0.132
C 0.843 2.179 -0.548
C 0.316 2.915 -1.542
As 0.674 1.960 -3.197
C -0.410 2.860 -4.542
C -0.717 0.641 -2.539
C -1.002 0.269 -1.291
As -0.424 1.088 0.435
C -1.956 2.153 0.975
C -1.927 -0.829 -0.907
O -2.319 -0.908 0.243
O -2.237 -1.691 -1.856
C -3.205 -2.696 -1.497
C -1.387 0.007 -3.725
O -2.498 0.261 -4.089
O -0.508 -0.761 -4.375
C -1.013 -1.381 -5.576
C -0.977 3.659 -1.407
O -1.991 3.326 -1.962
O -0.958 4.763 -0.655
C 0.275 5.278 -0.117
H 2.874 -1.355 -1.282
H 1.802 -0.350 -2.272
H 1.296 -0.885 -0.640
H 0.087 3.802 -4.777
H -1.424 3.033 -4.200
H -0.406 2.239 -5.437
H -2.597 2.369 0.126
H -1.616 3.072 1.447
H -2.486 1.538 1.698
H -3.366 -3.278 -2.398
H -4.127 -2.222 -1.171
H -2.810 -3.322 -0.698
H -0.183 -1.949 -5.980
H -1.345 -0.621 -6.279
H -1.848 -2.034 -5.330
H 0.048 6.294 0.190
H 1.066 5.280 -0.865
H 0.599 4.691 0.742
F -0.148 0.724 5.353
C 0.364 1.272 4.227
F -0.564 2.143 3.732
H 1.261 1.835 4.481
*
```

***

ii.
This record from the OMol25 dataset describes a molecular structure, C27H29As2F2N3O9Tl. The level of theory is ωB97M-V with the def2-TZVPD basis set.

Summary:
E_LUMO: -3.4752 eV
frontier orbital gap: 8.09 eV
highest occupied orbital energy: -11.57 eV

Structure (ORCA input):
```
! RIJCOSX wB97M-V def2-TZVPD def2/J DEFGRID3
* xyz 1 1
Tl 0.197 2.691 0.948
O -0.476 3.113 -3.177
C -0.581 3.074 -1.962
N 0.461 2.942 -1.115
C 1.764 2.811 -1.727
C 2.891 2.713 -0.729
C 4.205 2.643 -1.179
C 5.224 2.512 -0.259
C 4.916 2.460 1.097
C 3.594 2.550 1.467
N 2.607 2.674 0.569
C -1.954 3.159 -1.331
C -3.055 3.345 -2.147
C -4.314 3.358 -1.568
C -4.430 3.190 -0.198
C -3.276 3.024 0.546
N -2.065 3.007 -0.009
H 1.949 3.663 -2.388
H 1.796 1.920 -2.362
H 4.408 2.690 -2.241
H 6.253 2.455 -0.589
H 5.686 2.363 1.849
H 3.297 2.536 2.509
H -2.900 3.463 -3.210
H -5.196 3.491 -2.180
H -5.393 3.180 0.291
H -3.323 2.889 1.620
C -1.684 -0.014 -1.866
O -2.805 0.241 -1.011
C -3.092 -0.455 0.100
O -4.222 -0.451 0.508
C -2.059 -1.069 1.019
C -2.082 -2.387 1.289
As -2.076 -3.325 -0.418
C -1.786 -5.183 0.092
C -0.163 -2.670 -0.577
C 0.438 -1.617 -0.019
As -0.319 -0.247 1.218
C 0.425 -0.745 2.953
C 1.823 -1.196 -0.385
O 2.120 -0.028 -0.522
O 2.672 -2.202 -0.519
C 4.004 -1.842 -0.931
C 0.553 -3.480 -1.623
O 0.742 -4.662 -1.544
O 0.856 -2.729 -2.690
C 1.512 -3.441 -3.758
C -1.385 -3.016 2.455
O -0.369 -3.651 2.368
O -1.974 -2.858 3.645
C -3.266 -2.230 3.758
H -1.866 0.580 -2.758
H -1.634 -1.065 -2.139
H -0.741 0.309 -1.423
H -2.708 -5.514 0.571
H -0.942 -5.295 0.762
H -1.629 -5.758 -0.817
H 0.752 -1.779 2.974
H -0.325 -0.579 3.725
H 1.264 -0.076 3.133
H 4.560 -2.773 -0.958
H 4.441 -1.149 -0.216
H 3.973 -1.378 -1.916
H 1.667 -2.709 -4.543
H 0.881 -4.255 -4.107
H 2.459 -3.847 -3.408
H -3.610 -2.470 4.758
H -3.963 -2.619 3.018
H -3.187 -1.151 3.637
F 0.298 4.442 3.289
C 0.053 3.128 3.086
F 1.020 2.416 3.733
H -0.911 2.877 3.531
*
```

***

Need the numbers? Relative energies in kcal/mol: i 0.0; ii 3.0.

***

i.
This record from the OMol25 dataset describes a single C3H4N2OS2 molecule. The level of theory is ωB97M-V with the def2-TZVPD basis set.

Summary:
E_LUMO: -0.2066 eV
frontier orbital gap: 8.52 eV
SMILES: C=NSC(=O)NC=S
highest occupied orbital energy: -8.72 eV

Structure (ORCA input):
```
! RIJCOSX wB97M-V def2-TZVPD def2/J DEFGRID3
* xyz 0 1
C -1.872 -1.833 0.063
N -0.890 -1.072 0.161
S 0.913 -1.483 -0.587
C 1.694 0.010 -0.273
O 2.937 -0.020 -0.594
N 1.141 0.988 0.437
C 0.067 1.815 0.028
S -1.183 1.425 -0.858
H -2.844 -1.522 0.454
H -1.896 -2.705 -0.609
H 1.790 1.631 1.112
H 0.143 2.766 0.666
*
```

***

ii.
This record from the OMol25 dataset describes a single C3H4N2OS2 molecule. The level of theory is ωB97M-V with the def2-TZVPD basis set.

Summary:
E_LUMO: 0.4917 eV
frontier orbital gap: 9.55 eV
SMILES: N[C@@H]1S[C@@]1(O)N=C=S
highest occupied orbital energy: -9.06 eV

Structure (ORCA input):
```
! RIJCOSX wB97M-V def2-TZVPD def2/J DEFGRID3
* xyz 0 1
N 1.476 -1.097 -0.828
C 0.945 0.081 -0.364
S 1.325 1.011 1.147
C -0.209 0.198 0.492
O -0.867 -0.771 1.158
N -1.181 1.112 -0.035
C -2.366 1.220 -0.181
S -3.841 1.483 -0.445
H 1.736 -1.898 -0.290
H 2.365 -0.940 -1.318
H 0.869 0.807 -1.139
H -0.253 -1.207 1.802
*
```

***

Need the numbers? Relative energies in kcal/mol: i 36.9; ii 0.0.